Entry 1:
{"formula": "C20H41F3N3O5P", "method": "ωB97M-V with the def2-TZVPD basis set", "species": ["O", "N", "O", "P", "C", "O", "C", "F", "F", "F", "H", "H", "H", "H", "H", "C", "C", "C", "C", "C", "C", "N", "O", "C", "C", "C", "H", "H", "H", "H", "H", "H", "H", "H", "H", "H", "H", "H", "H", "H", "H", "H", "H", "H", "C", "C", "C", "C", "C", "C", "N", "O", "C", "C", "C", "H", "H", "H", "H", "H", "H", "H", "H", "H", "H", "H", "H", "H", "H", "H", "H", "H", "H"], "coordinates": [[2.468, -2.894, 1.115], [2.295, -2.373, 0.078], [2.203, -0.983, 0.197], [0.669, -0.339, 0.847], [-0.959, 0.436, 1.489], [-2.096, 0.130, 0.661], [-2.679, -1.074, 0.791], [-2.782, -1.674, -0.403], [-2.004, -1.917, 1.609], [-3.919, -0.962, 1.275], [1.097, 0.864, 0.289], [1.067, -0.656, 2.149], [-0.028, -1.264, 0.063], [-1.163, 0.180, 2.537], [-0.867, 1.530, 1.430], [3.620, -0.493, 5.302], [4.166, 0.616, 4.386], [5.579, 1.033, 4.802], [5.617, 1.833, 6.102], [4.682, 3.040, 6.038], [3.245, 2.680, 5.647], [3.291, 1.838, 4.407], [3.338, 2.528, 3.317], [2.526, 1.965, 6.798], [2.455, 3.943, 5.327], [4.171, 0.077, 2.963], [3.975, -1.458, 4.940], [3.947, -0.405, 6.335], [2.530, -0.514, 5.286], [6.011, 1.641, 4.000], [6.194, 0.134, 4.885], [5.361, 1.198, 6.955], [6.636, 2.179, 6.281], [4.656, 3.553, 7.002], [5.073, 3.755, 5.307], [1.565, 1.571, 6.464], [2.334, 2.685, 7.594], [3.096, 1.152, 7.237], [2.953, 4.554, 4.579], [2.348, 4.530, 6.240], [1.460, 3.696, 4.956], [3.156, -0.149, 2.640], [4.761, -0.839, 2.923], [4.592, 0.785, 2.254], [-4.899, -2.645, -6.753], [-4.276, -1.244, -6.874], [-2.802, -1.329, -7.280], [-1.895, -1.844, -6.164], [-2.067, -1.024, -4.887], [-3.522, -0.915, -4.422], [-4.358, -0.475, -5.587], [-4.370, 0.805, -5.754], [-4.013, -2.245, -3.834], [-3.645, 0.140, -3.331], [-5.068, -0.478, -7.927], [-5.223, -2.976, -7.740], [-4.209, -3.397, -6.381], [-5.775, -2.628, -6.105], [-2.465, -0.331, -7.578], [-2.724, -1.968, -8.164], [-2.089, -2.902, -5.967], [-0.855, -1.786, -6.491], [-1.479, -1.457, -4.074], [-1.679, -0.015, -5.058], [-5.088, -2.209, -3.653], [-3.517, -2.411, -2.878], [-3.798, -3.106, -4.458], [-3.231, 1.095, -3.645], [-3.103, -0.193, -2.447], [-4.688, 0.297, -3.055], [-6.113, -0.382, -7.630], [-5.024, -1.030, -8.867], [-4.668, 0.518, -8.092]], "lowdin_charge": [0.016, -0.118, -0.440, 0.896, -0.322, -0.024, -0.735, 0.144, 0.130, 0.171, 0.047, 0.026, 0.040, 0.092, 0.094, -0.026, -0.483, -0.130, -0.172, -0.131, -0.493, -0.105, -0.033, -0.031, -0.044, -0.043, 0.086, 0.064, 0.088, 0.126, 0.126, 0.102, 0.113, 0.124, 0.125, 0.091, 0.088, 0.059, 0.079, 0.088, 0.090, 0.045, 0.094, 0.085, -0.030, -0.489, -0.133, -0.172, -0.130, -0.487, -0.104, -0.028, -0.024, -0.038, -0.046, 0.084, 0.063, 0.090, 0.125, 0.125, 0.102, 0.112, 0.124, 0.125, 0.095, 0.076, 0.060, 0.081, 0.069, 0.096, 0.093, 0.086, 0.078], "mol_weight_g_mol": 491.53, "s_squared": 2.008, "lumo_energy_ev": [0.0, 0.0], "homo_lumo_gap_ha": [0.2930, 0.3370], "energy_ev": -53547.2020, "multiplicity": 3, "homo_energy_ev": [-7.976, -9.176]}

---

Entry 2:
{"formula": "C8H6Si", "method": "ωB97M-V with the def2-TZVPD basis set", "species": ["C", "C", "C", "C", "C", "C", "C", "C", "Si", "H", "H", "H", "H", "H", "H"], "coordinates": [[-0.097, -0.170, -3.540], [3.216, -1.261, -0.648], [1.226, -0.339, 3.043], [0.383, -0.110, -2.474], [2.118, -0.742, -0.866], [0.906, -0.129, 1.933], [0.836, -0.228, -1.149], [-0.035, 0.007, -0.176], [-1.645, 0.545, 0.494], [-0.707, -0.103, -4.452], [4.093, -1.789, -0.694], [1.284, -0.646, 4.094], [-2.284, 0.900, -0.774], [-1.881, 1.559, 1.409], [-1.788, -0.680, 1.357]], "lowdin_charge": [0.154, 0.184, -0.078, -0.118, -0.089, -0.095, -0.364, -0.115, 0.621, 0.066, 0.011, 0.022, -0.065, -0.100, -0.035], "mol_weight_g_mol": 130.22, "lumo_energy_ev": -0.6, "homo_lumo_gap_ha": 0.3282, "energy_ev": -16259.3766, "homo_energy_ev": -9.574, "e_above_lowest_ev": 3.821}

---

Entry 3:
{"formula": "C3H7N3", "method": "ωB97M-V with the def2-TZVPD basis set", "species": ["C", "C", "C", "N", "N", "N", "H", "H", "H", "H", "H", "H", "H"], "coordinates": [[1.566, -0.254, -1.174], [1.303, 0.125, 0.198], [0.132, -0.518, -0.472], [-2.712, 0.061, 1.499], [-1.740, 0.653, 1.393], [-0.993, 0.159, -0.771], [1.401, 0.429, -1.984], [2.433, -0.981, -1.294], [1.888, -0.327, 0.983], [1.104, 1.242, 0.402], [-0.118, -1.489, -0.121], [-3.273, -0.196, 2.401], [-0.989, 1.096, -1.059]], "lowdin_charge": [-0.093, -0.200, -0.436, -0.033, 0.040, 0.072, 0.080, 0.118, 0.097, 0.127, 0.104, 0.101, 0.023], "mol_weight_g_mol": 85.11, "lumo_energy_ev": [0.2, 0.7], "homo_lumo_gap_ha": [0.2898, 0.3229], "energy_ev": -7689.2874, "homo_energy_ev": [-7.643, -8.062], "e_above_lowest_ev": 5.392}